No. 1
Entry from the OMol25 dataset: a molecular structure, C43H65KN2O2Se at a distorted geometry (ωB97M-V with the def2-TZVPD basis set).

CARTESIAN COORDINATES (ANGSTROEM)
K  0.17162  0.11447  -0.90145
C  -0.36890  -2.99344  -2.99304
N  0.58878  -3.00657  -1.89370
C  1.61821  -4.00202  -2.11042
C  -0.09520  -3.21835  -0.62402
C  0.75281  -2.97757  0.62203
N  1.15991  -1.58602  0.79416
C  2.56352  -1.36595  0.38449
C  3.13970  -0.01806  0.75131
C  3.99330  0.08546  1.83992
C  4.53183  1.29393  2.27372
C  4.15903  2.42809  1.54768
C  3.33286  2.39291  0.42918
C  2.83773  1.13208  -0.05398
O  2.15486  1.01941  -1.13324
C  2.93036  3.67968  -0.30180
C  3.46762  4.92818  0.39571
C  3.47684  3.67169  -1.74080
C  1.39417  3.79107  -0.33703
C  5.46293  1.34119  3.48911
C  6.71581  0.48695  3.23112
C  4.74649  0.79688  4.73411
C  5.92021  2.76766  3.79885
C  0.82431  -1.03729  2.12696
C  -0.61460  -1.30510  2.50314
C  -0.90806  -2.04523  3.63093
C  -2.21534  -2.40926  3.96958
C  -3.20068  -2.04672  3.05654
C  -2.96880  -1.31994  1.88267
C  -1.65055  -0.82051  1.62499
O  -1.34846  -0.01048  0.67663
C  -4.17904  -1.02210  0.97052
C  -4.99366  -2.30651  0.72234
C  -3.80565  -0.48035  -0.41700
C  -5.08710  0.01733  1.65181
C  -2.49162  -3.20074  5.24757
C  -3.98418  -3.45816  5.45245
C  -1.97141  -2.42646  6.46963
C  -1.77996  -4.56066  5.19118
H  -0.89955  -3.95830  -3.08559
H  -1.11311  -2.20812  -2.84342
H  0.13640  -2.78059  -3.93612
H  1.21428  -5.02991  -2.04700
H  2.05350  -3.86770  -3.10172
H  2.41849  -3.90376  -1.37586
H  -0.94548  -2.52895  -0.58184
H  -0.50343  -4.24645  -0.55264
H  0.12013  -3.26724  1.45829
H  1.62428  -3.64968  0.63824
H  3.20506  -2.14003  0.83639
H  2.60440  -1.49163  -0.70512
H  4.22194  -0.83021  2.38486
H  4.52554  3.39129  1.87788
H  4.56233  4.94753  0.41463
H  3.12717  5.81213  -0.15171
H  3.10255  5.00528  1.42534
H  4.57202  3.66158  -1.72482
H  3.12382  2.78778  -2.27182
H  3.14785  4.56877  -2.28048
H  0.99120  3.78259  0.68132
H  1.08017  4.71880  -0.83055
H  0.98771  2.94116  -0.88108
H  6.45014  -0.56013  3.06288
H  7.23827  0.84482  2.33982
H  7.40461  0.53300  4.08441
H  4.39937  -0.22693  4.57469
H  5.41549  0.80056  5.60436
H  3.87089  1.40997  4.96471
H  6.47128  3.20091  2.95863
H  5.07070  3.42023  4.02171
H  6.58091  2.76032  4.67231
H  1.47873  -1.46288  2.90643
H  1.02003  0.03644  2.09578
H  -0.07383  -2.36636  4.25418
H  -4.22181  -2.34351  3.26735
H  -4.35922  -3.07249  0.26670
H  -5.42508  -2.72368  1.63443
H  -5.81767  -2.09169  0.03306
H  -3.17288  -1.18452  -0.96730
H  -4.72436  -0.33756  -0.99758
H  -3.26682  0.46190  -0.35907
H  -5.45414  -0.34997  2.61602
H  -4.52782  0.94057  1.83118
H  -5.95134  0.25429  1.01757
H  -4.54549  -2.52067  5.50381
H  -4.40213  -4.06145  4.64156
H  -4.13721  -4.00044  6.39105
H  -2.43712  -1.43811  6.51609
H  -2.19601  -2.96528  7.39906
H  -0.88949  -2.28048  6.41271
H  -2.15285  -5.14653  4.34634
H  -0.70226  -4.43391  5.05898
H  -1.94762  -5.13153  6.11394
C  -3.06422  4.60239  -8.83483
C  -2.77151  3.47063  -7.87818
C  -3.31214  3.43998  -6.60061
C  -3.06873  2.39189  -5.70997
C  -3.68909  2.44172  -4.34126
C  -2.25243  1.30085  -6.09270
Se  -1.93818  -0.16165  -4.90950
C  -1.68842  1.33971  -7.39422
C  -0.79129  0.23441  -7.87511
C  -1.95790  2.40625  -8.24998
H  -3.59244  5.41427  -8.32782
H  -3.69127  4.27276  -9.67136
H  -2.14606  5.01758  -9.26352
H  -3.94480  4.26570  -6.27614
H  -4.22694  3.38374  -4.19441
H  -2.92519  2.33286  -3.56916
H  -4.37471  1.60234  -4.19074
H  0.03765  0.08459  -7.17842
H  -0.39963  0.46293  -8.87283
H  -1.32690  -0.71950  -7.90062
H  -1.50806  2.40787  -9.24343

Gap between HOMO and LUMO in eV: 5.27
LUMO energy in eV: 3.87
Charge: -2
Total energy in eV: -134396.0871

=====

No. 2
Entry from the OMol25 dataset: a molecular structure, C43H65N4O2P3SiW at a distorted geometry (ωB97M-V with the def2-TZVPD basis set).

CARTESIAN COORDINATES (ANGSTROEM)
W  11.98727  7.17582  13.50501
C  14.59749  12.97084  11.46033
C  15.28220  11.57789  11.25449
C  16.04427  11.55549  9.91157
P  14.18165  10.14002  11.51244
C  12.88244  10.15551  12.85980
C  13.28936  10.99307  14.05569
C  11.50378  10.68483  12.39631
C  13.22257  9.90309  9.99706
C  13.07196  10.88266  9.02055
C  12.50247  10.55352  7.79580
C  11.97263  9.33245  7.57260
C  12.05543  8.34882  8.54979
C  12.62845  8.60528  9.78905
Si  12.80759  7.23900  11.16415
C  14.66517  7.47537  11.16043
C  15.44202  6.37313  10.77791
C  16.80957  6.48323  10.56675
C  17.47782  7.69026  10.81283
C  16.71707  8.76821  11.32892
C  15.29488  8.69092  11.40861
P  14.07666  6.63251  14.66530
C  15.77192  7.43313  14.76967
C  16.66042  6.90939  15.96970
C  15.64183  8.96216  14.93826
C  13.53094  6.40262  16.46906
C  14.08100  5.17936  17.22557
C  13.58915  7.79370  17.17882
C  11.77237  5.90274  10.29615
C  12.29124  4.95581  9.39555
C  11.47342  4.34574  8.47136
C  10.14934  4.77349  8.33994
C  9.59246  5.65384  9.24204
C  10.36356  6.06204  10.36219
P  9.74064  6.87541  11.87862
C  8.20371  5.70754  12.08038
C  7.23073  6.23692  13.15134
C  8.47127  4.21784  12.19969
C  8.70139  8.38326  11.26212
C  8.44716  9.46805  12.31439
C  9.14365  8.91258  9.89966
H  15.31014  13.67995  10.96683
H  14.54842  13.29357  12.50163
H  13.65093  13.06817  10.97190
H  16.05304  11.45074  12.02546
H  16.03927  10.57290  9.47538
H  17.07784  11.90932  10.06207
H  15.57275  12.24503  9.18414
H  12.67644  9.06105  13.24891
H  14.35820  11.19412  14.23571
H  12.84359  10.55374  14.95048
H  12.87340  12.02046  13.96062
H  11.59806  11.77401  12.14221
H  10.84257  10.53893  13.23056
H  11.07022  10.19920  11.54032
H  13.44506  11.86174  9.13264
H  12.50371  11.31100  7.03667
H  11.51660  9.01712  6.61832
H  11.65849  7.35677  8.32240
H  15.03742  5.38624  10.72963
H  17.31561  5.57581  10.25363
H  18.53923  7.84459  10.66529
H  17.22380  9.70881  11.61611
H  16.30979  7.17962  13.82931
H  16.23572  7.09571  16.97352
H  17.64679  7.46101  16.02110
H  16.93738  5.84778  15.81089
H  15.31210  9.28883  15.93115
H  14.96837  9.40661  14.18282
H  16.66116  9.31405  14.72589
H  12.41516  6.28687  16.31993
H  15.09799  4.84034  16.94157
H  13.40450  4.37475  17.18451
H  14.13159  5.45012  18.27742
H  14.55965  8.24879  17.27801
H  13.16622  7.70389  18.17696
H  12.95395  8.50889  16.65587
H  13.37016  4.65618  9.46701
H  11.87194  3.57272  7.81667
H  9.55665  4.37056  7.50914
H  8.58318  6.02708  9.10042
H  7.70740  5.91549  11.14870
H  7.39403  7.25402  13.46453
H  7.23183  5.61982  14.09709
H  6.17977  6.14005  12.78833
H  7.58510  3.63965  12.49326
H  9.22318  3.91749  12.90005
H  8.83577  3.76202  11.25550
H  7.71479  7.88491  11.07602
H  9.25108  9.46686  13.09674
H  7.47908  9.35706  12.76392
H  8.49355  10.42508  11.81798
H  9.75233  9.83954  9.94500
H  8.24996  9.15174  9.34738
H  9.62028  8.10904  9.30540
C  9.01921  7.37585  16.95894
C  9.97086  7.07056  15.84362
N  10.52398  7.96593  15.04950
O  10.20000  9.30179  15.32420
C  10.10922  5.71182  15.38424
C  9.66569  4.45904  16.08913
N  10.95173  5.49132  14.33812
O  10.96716  4.23086  14.14308
H  9.16779  6.60324  17.72861
H  7.94537  7.26085  16.67621
H  9.27134  8.36125  17.40087
H  9.20244  9.34908  15.27456
H  9.05364  4.60746  16.99463
H  10.54849  3.92609  16.52352
H  9.16191  3.77403  15.35206
N  14.59104  2.78969  13.69658
C  15.85990  3.28675  13.31671
C  15.81842  4.59172  13.54874
N  14.58049  4.94936  14.10044
C  13.85372  3.79272  14.11169
H  14.33416  1.81219  13.67513
H  16.63559  2.58552  12.97264
H  16.55826  5.34027  13.24927
H  12.78969  3.76421  14.39392

Gap between HOMO and LUMO (alpha / beta) in eV: 6.81 / 6.17
LUMO energy (alpha / beta) in eV: -4.83 / -5.29
2S+1: 3
Charge: +2
Total energy in eV: -93251.7962

=====

No. 3
Entry from the OMol25 dataset: a molecular structure, C43H66GeN6P3RbS (ωB97M-V with the def2-TZVPD basis set).

CARTESIAN COORDINATES (ANGSTROEM)
Rb  -0.31474  -1.45340  2.08566
C  3.35524  0.85526  3.58163
C  4.08554  0.14020  2.44112
C  5.16449  1.05772  1.86007
P  2.81655  -0.54706  1.26723
C  2.81115  0.76174  -0.05144
N  1.65299  0.79940  -0.92961
Ge  -0.15092  1.02576  -0.33033
N  -0.36139  2.73651  0.46092
C  -0.65982  2.92115  1.86599
P  -1.99121  1.72709  2.34064
C  -3.45831  2.39875  1.42112
C  -3.46075  3.88270  1.06439
C  -4.74772  1.97368  2.12505
C  -2.23060  2.11913  4.13785
C  -2.31445  3.59661  4.51197
C  -1.13021  1.41304  4.93711
C  0.36614  3.70245  -0.22021
C  0.93303  4.84557  0.33997
C  1.65923  5.72242  -0.45998
C  1.85279  5.47189  -1.80921
C  1.29375  4.33030  -2.37672
C  0.54996  3.48077  -1.59057
N  -0.09283  2.27058  -2.09627
C  0.76233  1.49952  -2.98681
C  0.63624  1.47244  -4.35538
C  1.57183  0.75997  -5.10542
C  2.61436  0.11356  -4.46176
C  2.71636  0.11383  -3.07243
C  1.76618  0.78521  -2.31156
C  -1.47375  2.44405  -2.48652
C  -1.92073  3.51162  -3.23255
C  -3.27174  3.61972  -3.54019
C  -4.14203  2.65238  -3.06883
C  -3.69210  1.58750  -2.29423
C  -2.33426  1.45596  -1.99228
N  -1.75005  0.44740  -1.22580
C  -2.60980  -0.59144  -0.67709
P  -1.90305  -2.31616  -0.70936
C  -1.60421  -2.58630  -2.51875
C  -2.66911  -1.99649  -3.43900
C  -0.20503  -2.13382  -2.92395
C  -3.49050  -3.23336  -0.42152
C  -3.93047  -3.03742  1.03162
C  -3.33143  -4.72332  -0.72114
C  3.65992  -2.00220  0.49395
C  5.03634  -1.77050  -0.12271
C  2.70903  -2.64774  -0.51371
H  4.06688  1.24445  4.31260
H  2.66512  0.18778  4.10009
H  2.78164  1.70631  3.19956
H  4.56650  -0.75508  2.85062
H  4.74554  2.02183  1.56790
H  5.66705  0.63594  0.99238
H  5.92294  1.25886  2.61939
H  3.71260  0.73222  -0.66422
H  2.86414  1.70728  0.50415
H  -1.01225  3.94210  2.02675
H  0.21085  2.77499  2.52195
H  -3.41058  1.85303  0.47438
H  -3.46837  4.52686  1.94379
H  -4.35882  4.10801  0.48421
H  -2.60302  4.14673  0.44505
H  -4.91124  2.54825  3.03904
H  -4.74059  0.91327  2.39222
H  -5.60502  2.14617  1.47187
H  -3.18152  1.64084  4.39159
H  -1.38920  4.12340  4.27138
H  -2.47636  3.70046  5.58712
H  -3.13448  4.10258  4.00545
H  -0.13681  1.77983  4.66528
H  -1.14891  0.33205  4.78244
H  -1.26039  1.59205  6.00592
H  0.81902  5.04624  1.39671
H  2.09066  6.60815  -0.01184
H  2.43324  6.15176  -2.41675
H  1.44211  4.09931  -3.42485
H  -0.17131  2.01137  -4.83547
H  1.49299  0.73167  -6.18330
H  3.35687  -0.41900  -5.04224
H  3.52437  -0.42448  -2.59402
H  -1.21566  4.26546  -3.56017
H  -3.63330  4.44946  -4.13074
H  -5.19886  2.72567  -3.29179
H  -4.41574  0.87772  -1.91965
H  -3.52020  -0.64402  -1.27357
H  -2.92557  -0.36357  0.34964
H  -1.62686  -3.67711  -2.60567
H  -2.62673  -0.90565  -3.43858
H  -3.68039  -2.30071  -3.16144
H  -2.49727  -2.32927  -4.46484
H  -0.09071  -1.05518  -2.81186
H  -0.02129  -2.37137  -3.97461
H  0.55940  -2.62756  -2.32475
H  -4.25805  -2.81779  -1.08150
H  -3.18621  -3.45131  1.71964
H  -4.87042  -3.55985  1.21954
H  -4.08376  -1.98786  1.28743
H  -2.47267  -5.13997  -0.18554
H  -3.19219  -4.92004  -1.78305
H  -4.21984  -5.26997  -0.39940
H  3.76475  -2.68391  1.34530
H  5.02383  -0.98713  -0.88331
H  5.38388  -2.68489  -0.61156
H  5.77931  -1.50010  0.62663
H  2.52606  -1.98689  -1.36330
H  1.74501  -2.89681  -0.06239
H  3.14037  -3.57372  -0.90686
C  4.19455  -5.49433  1.78265
N  2.82998  -5.91268  1.51123
C  2.47533  -6.97547  0.69166
C  1.13327  -7.04471  0.68119
N  0.68727  -6.01528  1.49043
C  1.72161  -5.31038  2.00581
S  1.63621  -3.97582  3.03783
H  4.80982  -6.37084  1.97322
H  4.18640  -4.85659  2.66216
H  4.60057  -4.94060  0.93584
H  3.21234  -7.58779  0.20437
H  0.46699  -7.72659  0.18614
H  -0.26706  -5.80448  1.72379

Gap between HOMO and LUMO (alpha / beta) in eV: 6.95 / 6.94
LUMO energy (alpha / beta) in eV: -1.84 / -2.77
2S+1: 2
Charge: +1
Total energy in eV: -150473.3736

=====

Number 1: M 760.06 u. Number 2: M 974.87 u. Number 3: M 950.11 u.